Record 1
{"formula": "C32H42Cl3F2N7O3PSSiTa", "method": "ωB97M-V with the def2-TZVPD basis set", "spin_multiplicity": 2, "s2": 0.755, "charge": 1, "energy_ev": -122995.5920, "species": ["Ta", "O", "N", "C", "C", "C", "C", "C", "S", "H", "H", "H", "H", "F", "C", "C", "C", "C", "C", "F", "C", "C", "C", "C", "C", "C", "N", "H", "H", "H", "H", "H", "H", "Cl", "Si", "Cl", "Cl", "C", "N", "C", "P", "O", "N", "C", "C", "N", "C", "C", "H", "H", "H", "H", "H", "H", "H", "H", "H", "H", "H", "H", "H", "H", "H", "H", "H", "H", "C", "C", "N", "C", "C", "C", "O", "C", "C", "C", "C", "N", "C", "H", "H", "H", "H", "H", "H", "H", "H", "H", "H", "H", "H", "H", "H"], "coordinates": [[0.9754, 0.8184, -0.7072], [2.3138, -1.1874, -1.3428], [1.7062, -2.1796, -1.9612], [2.4445, -3.0301, -2.7031], [1.8601, -4.0545, -3.3998], [0.4786, -4.2273, -3.3230], [-0.2549, -3.3738, -2.5304], [0.3664, -2.3278, -1.8481], [-0.5159, -1.2243, -0.8595], [3.5041, -2.8236, -2.7069], [2.4767, -4.7138, -3.9918], [-0.0083, -5.0204, -3.8727], [-1.3250, -3.4697, -2.4172], [-2.8619, 4.5479, 0.8097], [-1.5651, 4.2840, 0.6359], [-1.1740, 2.9920, 0.3371], [0.1676, 2.6840, 0.1458], [1.1225, 3.7036, 0.3649], [0.6797, 5.0021, 0.6037], [1.5586, 6.0141, 0.7018], [-0.6569, 5.3203, 0.7202], [2.5289, 3.2889, 0.4100], [3.5598, 4.0368, 0.9778], [4.8357, 3.5070, 1.0368], [5.0702, 2.2303, 0.5394], [4.0054, 1.5285, 0.0241], [2.7714, 2.0424, -0.0428], [-1.9403, 2.2355, 0.2530], [-0.9759, 6.3398, 0.8844], [3.3652, 5.0139, 1.3876], [5.6404, 4.0816, 1.4757], [6.0589, 1.7959, 0.5664], [4.1107, 0.5166, -0.3490], [3.8501, 0.7959, -3.3689], [1.8769, 1.0765, -3.0480], [0.8652, 0.0977, -4.5199], [1.5690, 3.1296, -3.0390], [3.2969, -2.7996, 1.3066], [3.2629, -1.9996, 2.5242], [3.7829, -2.6931, 3.6969], [2.1454, -0.7832, 2.6780], [1.8253, -0.1914, 1.3414], [0.7381, -1.2089, 3.4495], [-0.4752, -1.4814, 2.6979], [0.7735, -1.8338, 4.7649], [2.8642, 0.2377, 3.7729], [4.2922, 0.5286, 3.6967], [2.0665, 1.3583, 4.2653], [2.6437, -3.6783, 1.3692], [4.3197, -3.1481, 1.1447], [2.9977, -2.1865, 0.4606], [3.2438, -3.6253, 3.8927], [3.7206, -2.0543, 4.5743], [4.8333, -2.9403, 3.5253], [-0.4422, -0.9622, 1.7474], [-1.3400, -1.1214, 3.2614], [-0.6181, -2.5505, 2.5061], [1.6690, -1.5223, 5.2976], [0.7507, -2.9268, 4.7027], [-0.0988, -1.5133, 5.3384], [4.7864, -0.1759, 3.0328], [4.7421, 0.4541, 4.6898], [4.4629, 1.5395, 3.3180], [1.0107, 1.0996, 4.2377], [2.2202, 2.2561, 3.6559], [2.3479, 1.5878, 5.2948], [-7.5107, -1.8542, -1.8690], [-6.6791, -1.1075, -0.8321], [-5.3727, -0.7008, -1.3535], [-4.4047, -1.7669, -1.6113], [-4.1494, -2.0601, -3.0917], [-5.2046, 0.6024, -1.6937], [-6.0662, 1.4558, -1.5484], [-3.8987, 1.0374, -2.3065], [-3.9730, 1.7595, -3.4947], [-2.8105, 2.2657, -4.0402], [-1.6137, 2.0550, -3.3718], [-1.5308, 1.3935, -2.2192], [-2.6613, 0.9044, -1.7043], [-8.4962, -2.0749, -1.4599], [-7.0454, -2.7979, -2.1589], [-7.6395, -1.2392, -2.7602], [-6.5182, -1.7289, 0.0517], [-7.1947, -0.2004, -0.5324], [-4.8143, -2.6628, -1.1467], [-3.4580, -1.5528, -1.1119], [-5.0890, -2.1351, -3.6384], [-3.6218, -3.0111, -3.1849], [-3.5400, -1.2851, -3.5539], [-4.9364, 1.9270, -3.9573], [-2.8168, 2.8232, -4.9661], [-0.6937, 2.4502, -3.7740], [-2.5669, 0.3874, -0.7574]], "mulliken_charge": [1.281, -0.491, 0.318, -0.249, -0.823, -0.397, -0.827, -0.056, 0.023, 0.548, 0.433, 0.446, 0.385, -0.320, 0.273, -0.575, 0.880, -0.530, 0.661, -0.349, -0.880, 0.529, -1.032, -0.517, -1.062, -0.404, 0.598, 0.482, 0.537, 0.581, 0.447, 0.507, 0.556, -0.295, 0.441, -0.291, -0.259, -0.595, 0.493, -1.091, -0.733, 0.662, 0.640, -0.485, -1.080, 0.243, -1.101, -0.935, 0.279, 0.380, -0.226, 0.288, 0.377, 0.350, -0.420, 0.362, 0.254, 0.352, 0.267, 0.358, 0.380, 0.297, 0.284, 0.339, 0.175, 0.367, -1.124, -0.713, 0.100, -0.412, -1.044, 0.347, -0.660, -0.911, -0.462, -1.376, -0.412, 0.889, 0.043, 0.414, 0.304, 0.285, 0.406, 0.449, 0.478, -0.003, 0.441, 0.366, 0.190, 0.551, 0.468, 0.348, 0.991]}

=====

Record 2
{"formula": "C10H5ClNO5Pd", "method": "ωB97M-V with the def2-TZVPD basis set", "spin_multiplicity": 3, "s2": 2.013, "charge": 1, "energy_ev": -38168.6977, "species": ["O", "C", "Pd", "O", "C", "C", "O", "C", "O", "C", "O", "H", "Cl", "C", "C", "C", "C", "N", "C", "H", "H", "H", "H"], "coordinates": [[-1.8512, 0.7204, -4.5960], [-1.4157, 0.4776, -3.5689], [-0.5414, 0.2844, -1.4854], [-0.9340, -2.8663, -1.6212], [-0.8290, -1.7158, -1.6704], [-0.1907, 2.2617, -1.0353], [0.2107, 3.0005, -0.2211], [-2.3649, 0.5732, -0.6528], [-3.3316, 0.8159, -0.0728], [1.3206, 0.1936, -2.2791], [2.3792, 0.1801, -2.7176], [-0.7289, 2.1801, -2.1154], [-1.0067, -2.2089, 3.6449], [-0.0321, -1.2494, 2.6393], [1.1920, -0.7437, 3.0776], [1.9341, 0.0289, 2.1839], [1.4310, 0.2689, 0.8966], [0.2582, -0.2259, 0.5339], [-0.4848, -0.9748, 1.3428], [1.5316, -0.9620, 4.0900], [2.8964, 0.4602, 2.4426], [1.9927, 0.8708, 0.1733], [-1.4357, -1.3695, 1.0113]], "nbo_charge": [-0.380, 0.502, 0.500, -0.400, 0.459, 0.220, -0.435, 0.501, -0.383, 0.512, -0.381, 0.107, 0.090, -0.061, -0.158, -0.199, 0.037, -0.471, -0.001, 0.259, 0.251, 0.216, 0.215]}

=====

Record 3
{"formula": "F6KN3O12S6", "method": "ωB97M-V with the def2-TZVPD basis set", "charge": -2, "energy_ev": -126679.0143, "relative_energy_kcal_mol": 166.1, "species": ["K", "N", "S", "O", "O", "F", "S", "O", "O", "F", "N", "S", "O", "O", "F", "S", "O", "O", "F", "N", "S", "O", "O", "F", "S", "O", "O", "F"], "coordinates": [[-0.4094, 1.7253, 0.4123], [4.3419, -0.2028, -1.0923], [5.1468, -0.7299, -2.3738], [6.2331, -1.6882, -2.1485], [5.2468, 0.1050, -3.5931], [3.9390, -1.7274, -2.8401], [5.6582, 0.7527, -0.7316], [6.0422, 1.8264, -1.5905], [6.6388, 0.0346, 0.0007], [4.9847, 1.7271, 0.4622], [-3.1884, -0.1016, -3.7042], [-4.8896, 0.3025, -3.8055], [-5.7863, -0.2774, -4.8320], [-5.3492, 1.6333, -3.3474], [-5.4391, -0.5222, -2.5341], [-3.0377, -0.0347, -5.1585], [-3.1592, 1.2672, -5.7905], [-3.5031, -1.2035, -5.8566], [-1.4579, -0.3436, -5.1858], [-0.7688, -0.2840, 4.9985], [-2.1871, -1.1375, 5.6903], [-3.3048, -0.3020, 6.1923], [-2.0758, -2.3781, 6.3299], [-2.7437, -1.6390, 4.2908], [-0.5424, 0.6170, 6.2443], [-0.8210, 0.2729, 7.6718], [-0.5589, 2.0706, 5.9256], [0.9908, 0.2374, 6.3656]], "nbo_charge": [0.997, -1.019, 2.315, -0.893, -0.893, -0.528, 2.351, -0.885, -0.895, -0.553, -1.065, 2.286, -0.859, -0.905, -0.511, 2.441, -0.929, -0.934, -0.523, -1.035, 2.363, -0.908, -0.903, -0.513, 2.362, -0.901, -0.936, -0.528]}

=====

Record 4
{"formula": "C10H16O", "method": "ωB97M-V with the def2-TZVPD basis set", "smiles": "Cc1ccc(O)cc1.CCC", "energy_ev": -12676.6498, "relative_energy_kcal_mol": 24.8, "species": ["C", "C", "C", "C", "C", "O", "C", "C", "H", "H", "H", "H", "H", "H", "H", "H", "C", "C", "C", "H", "H", "H", "H", "H", "H", "H", "H"], "coordinates": [[-3.1160, 0.0865, 0.9079], [-1.9122, 0.1503, -0.0207], [-0.9236, 1.1135, 0.1913], [0.1445, 1.2936, -0.6699], [0.3294, 0.2915, -1.6181], [1.4230, 0.4295, -2.4650], [-0.6190, -0.6745, -1.8613], [-1.7720, -0.7383, -1.0682], [-4.0364, -0.0673, 0.3506], [-3.1714, 0.9826, 1.5202], [-2.9316, -0.7601, 1.5740], [-1.1302, 1.8705, 0.9408], [0.8597, 2.0837, -0.5174], [1.7380, -0.4493, -2.7099], [-0.4927, -1.4416, -2.6092], [-2.5197, -1.4844, -1.2915], [1.4401, 0.4797, 2.6049], [2.2543, -0.2256, 1.5108], [1.8101, -1.6341, 1.2409], [0.5648, 0.9827, 2.2038], [2.0038, 1.1548, 3.2523], [1.0752, -0.2424, 3.3460], [2.3401, 0.3115, 0.5850], [3.2764, -0.1398, 1.9037], [2.0371, -2.3826, 2.0031], [0.7314, -1.7525, 1.0853], [2.2240, -2.0346, 0.3069]], "nbo_charge": [-0.622, -0.044, -0.191, -0.256, 0.285, -0.688, -0.279, -0.192, 0.217, 0.213, 0.217, 0.207, 0.231, 0.477, 0.213, 0.211, -0.609, -0.414, -0.612, 0.207, 0.206, 0.202, 0.208, 0.199, 0.206, 0.209, 0.203]}

=====

Record 5
{"formula": "C17H23NO7", "method": "ωB97M-V with the def2-TZVPD basis set", "smiles": "C[C@@H]1COCCOC(=O)c2cccc(n2)C(=O)OCCOC[C@H](C)O1", "energy_ev": -33822.7250, "relative_energy_kcal_mol": 2.6, "species": ["C", "C", "C", "O", "C", "C", "O", "C", "O", "C", "C", "C", "C", "C", "N", "C", "O", "O", "C", "C", "O", "C", "C", "C", "O", "H", "H", "H", "H", "H", "H", "H", "H", "H", "H", "H", "H", "H", "H", "H", "H", "H", "H", "H", "H", "H", "H", "H"], "coordinates": [[1.3367, -1.0863, 3.5455], [1.9719, -0.7943, 2.1755], [1.3880, 0.5145, 1.5694], [2.0845, 0.8171, 0.3816], [1.9885, 2.1491, -0.1659], [0.5742, 2.5412, -0.6037], [-0.2235, 2.9232, 0.5307], [-1.3936, 3.6198, 0.2991], [-1.5855, 4.7441, 0.7657], [-2.4840, 3.0086, -0.5142], [-3.5788, 3.7736, -0.9585], [-4.5504, 3.1338, -1.7051], [-4.4420, 1.7846, -2.0368], [-3.3136, 1.0697, -1.6313], [-2.3760, 1.7201, -0.8836], [-3.1888, -0.3637, -1.9041], [-3.9296, -0.9101, -2.7202], [-2.2888, -0.9732, -1.1119], [-1.3111, -1.7998, -1.7985], [-0.3211, -2.2214, -0.7585], [0.7768, -2.9816, -1.3472], [1.7123, -3.5442, -0.3755], [2.4594, -2.4190, 0.3923], [3.8119, -2.8928, 0.9745], [1.6172, -1.9958, 1.4619], [0.2646, -1.2765, 3.4382], [1.8800, -1.9991, 3.9435], [1.5039, -0.2406, 4.1957], [3.0292, -0.6803, 2.2701], [0.3199, 0.3441, 1.3255], [1.5033, 1.3498, 2.3009], [2.6164, 2.1217, -1.0625], [2.3500, 2.8656, 0.5267], [0.6633, 3.3824, -1.3285], [0.1620, 1.6424, -1.0974], [-3.5931, 4.8398, -0.6780], [-5.4168, 3.6641, -2.0463], [-5.2228, 1.3613, -2.6311], [-1.7476, -2.7048, -2.2321], [-0.7710, -1.2813, -2.5921], [0.0507, -1.3524, -0.2465], [-0.8828, -2.8026, -0.0378], [1.1717, -4.2137, 0.2871], [2.4079, -4.1804, -0.9209], [2.5948, -1.6222, -0.3232], [4.4344, -2.0387, 1.2668], [4.3648, -3.4710, 0.2297], [3.5829, -3.5244, 1.8313]], "nbo_charge": [-0.612, 0.086, -0.089, -0.556, -0.073, -0.107, -0.531, 0.776, -0.533, 0.050, -0.165, -0.195, -0.153, 0.051, -0.366, 0.768, -0.550, -0.507, -0.085, -0.068, -0.550, -0.068, 0.068, -0.641, -0.558, 0.219, 0.219, 0.203, 0.175, 0.183, 0.177, 0.201, 0.180, 0.187, 0.209, 0.250, 0.224, 0.239, 0.194, 0.185, 0.184, 0.171, 0.179, 0.193, 0.193, 0.214, 0.212, 0.214]}

=====

Record 6
{"formula": "C2H3NO2S", "method": "ωB97M-V with the def2-TZVPD basis set", "smiles": "C#CS(N)(=O)=O", "energy_ev": -18538.9930, "relative_energy_kcal_mol": 102.8, "species": ["C", "C", "S", "N", "O", "O", "H", "H", "H"], "coordinates": [[-0.7851, -2.3606, 0.0566], [0.1352, -1.5906, -0.1036], [1.3813, -0.2551, -0.0245], [0.3246, 1.1812, 0.0193], [2.2305, -0.2309, -1.1848], [1.8227, -0.2547, 1.3239], [-1.6218, -3.0378, 0.4075], [-0.6113, 0.9269, 0.2127], [0.2470, 1.9241, -0.6118]], "nbo_charge": [-0.150, -0.370, 2.263, -1.051, -0.869, -0.870, 0.268, 0.381, 0.397]}

=====

Record 7
{"formula": "C2Cl7N", "method": "ωB97M-V with the def2-TZVPD basis set", "smiles": "ClC(Cl)(Cl)Cl.ClN=C(Cl)Cl", "energy_ev": -91218.9148, "relative_energy_kcal_mol": 1.3, "species": ["Cl", "C", "Cl", "Cl", "Cl", "Cl", "N", "C", "Cl", "Cl"], "coordinates": [[-0.7475, 0.4141, 1.0116], [-2.1247, 0.3040, -0.1406], [-1.7240, -0.7500, -1.4160], [-2.3493, 1.8934, -0.9068], [-3.5350, -0.2423, 0.8898], [1.7459, -2.4031, 0.7533], [1.5485, -1.0376, -0.2621], [2.1849, 0.0798, -0.0180], [1.8800, 1.1806, -1.2543], [3.1211, 0.5611, 1.3432]], "nbo_charge": [0.021, -0.210, 0.109, 0.049, 0.032, 0.134, -0.431, 0.109, 0.108, 0.080]}

=====

Record 8
{"formula": "C11H26N3OP", "method": "ωB97M-V with the def2-TZVPD basis set", "smiles": "[H]/N=C(/N)NCCCCPOC[C@@H](C)C(C)C", "energy_ev": -27635.1902, "relative_energy_kcal_mol": 0.0, "species": ["H", "N", "C", "N", "N", "C", "C", "C", "C", "P", "O", "C", "C", "C", "C", "C", "C", "H", "H", "H", "H", "H", "H", "H", "H", "H", "H", "H", "H", "H", "H", "H", "H", "H", "H", "H", "H", "H", "H", "H", "H", "H"], "coordinates": [[-2.6157, -3.2996, 0.6950], [-2.1654, -3.2557, -0.2144], [-1.7058, -2.0960, -0.4352], [-1.0809, -1.8282, -1.6619], [-1.6905, -1.0102, 0.4932], [-2.9292, -0.1951, 0.4948], [-3.1437, 0.6396, -0.7703], [-2.9242, 2.1469, -0.6294], [-1.4735, 2.6026, -0.4416], [-0.7398, 2.1882, 1.2040], [0.8564, 2.1680, 0.8177], [1.5570, 0.9484, 1.1506], [1.7359, 0.0913, -0.0977], [2.2485, 0.9657, -1.2531], [2.6642, -1.1177, 0.1315], [1.9113, -2.2498, 0.8510], [3.9926, -0.7926, 0.8151], [-0.7667, -0.8682, -1.6799], [-1.7140, -1.9656, -2.4386], [-1.6195, -1.4348, 1.4103], [-3.7910, -0.8513, 0.6621], [-2.8613, 0.4629, 1.3595], [-2.5354, 0.2733, -1.5958], [-4.1814, 0.4976, -1.0794], [-3.2661, 2.5938, -1.5676], [-3.5754, 2.5617, 0.1443], [-1.4367, 3.6858, -0.5737], [-0.8388, 2.1855, -1.2252], [-0.7847, 3.4941, 1.7546], [2.5049, 1.2500, 1.5854], [0.9479, 0.4175, 1.8853], [0.7401, -0.2901, -0.3389], [3.0067, 1.6692, -0.9096], [1.4444, 1.5507, -1.6946], [2.6822, 0.3449, -2.0370], [2.9179, -1.4908, -0.8649], [1.2401, -2.7504, 0.1531], [1.3060, -1.8415, 1.6621], [2.5965, -2.9869, 1.2652], [4.5329, -1.7202, 1.0052], [3.8721, -0.2838, 1.7693], [4.6284, -0.1770, 0.1776]], "nbo_charge": [0.331, -0.698, 0.562, -0.818, -0.676, -0.223, -0.421, -0.391, -0.736, 0.866, -0.811, -0.057, -0.252, -0.605, -0.206, -0.607, -0.612, 0.370, 0.386, 0.374, 0.176, 0.214, 0.198, 0.215, 0.210, 0.199, 0.229, 0.227, -0.083, 0.184, 0.183, 0.210, 0.208, 0.209, 0.205, 0.198, 0.222, 0.194, 0.207, 0.211, 0.198, 0.210]}

=====

> Number 3 is which compound?

F6KN3O12S6

=====

> Which formula does entry 1 have?

C32H42Cl3F2N7O3PSSiTa